Entry 1:
{"formula": "C22H29N5O7Os", "method": "the ωB97M-V functional and the def2-TZVPD basis", "lumo_ev": [-5.126, -9.409], "multiplicity": 5, "orbital_gap_ev": [7.74, 3.99], "e_above_lowest_ev": 1.910, "total_charge": 2, "e_tot_ev": -47518.864, "homo_ev": [-12.8656, -13.4019], "elements": ["Os", "O", "O", "O", "O", "O", "O", "O", "N", "N", "N", "N", "N", "C", "C", "C", "C", "C", "C", "C", "C", "C", "C", "C", "C", "C", "C", "C", "C", "C", "C", "C", "C", "C", "C", "H", "H", "H", "H", "H", "H", "H", "H", "H", "H", "H", "H", "H", "H", "H", "H", "H", "H", "H", "H", "H", "H", "H", "H", "H", "H", "H", "H", "H"], "positions_angstrom": [[-0.09180, 0.36672, 1.63416], [0.44810, -0.89909, 3.83402], [-0.58378, -1.15017, 0.42268], [1.44573, 2.45569, 4.86150], [-1.85102, 0.18666, 2.61084], [-2.08028, -2.10391, -0.91298], [0.35206, 1.78113, 3.11008], [-3.12177, -0.49227, 4.35353], [-3.76115, -2.62481, -5.47911], [1.63914, 0.72431, 0.75546], [-1.58515, 1.39270, 0.01685], [-3.82512, -4.07657, -3.65824], [-2.95796, -1.98146, -3.49225], [3.61347, 1.54543, 1.85145], [2.90133, -2.28340, -1.06164], [2.42506, 1.85352, 1.17893], [3.86574, -0.31285, -2.05559], [-3.53646, -2.88215, -4.22139], [3.98482, 3.91246, 2.07468], [-2.46224, 0.13665, -0.36170], [-2.59616, -0.67060, -4.04230], [4.37506, 2.60348, 2.29700], [2.05758, 3.15773, 0.95868], [-1.64722, -1.11621, -0.35635], [0.95974, 1.46914, 4.17952], [2.79230, 4.28479, 1.43488], [2.36560, -0.09264, -0.21268], [1.05752, 0.01624, 4.66795], [3.67885, -1.70470, -2.05139], [-2.21148, 0.31671, -2.90857], [2.25778, -1.46562, -0.11653], [-3.14628, 0.35505, -1.69138], [-2.06268, -0.47897, 3.76357], [-0.93946, -1.37915, 4.23775], [3.17428, 0.51748, -1.15184], [4.15862, -2.31212, -2.77938], [-3.66234, -1.68701, -5.87737], [0.62251, 0.02538, 5.70865], [-1.34771, 1.97188, -0.79551], [-1.79675, -0.75051, -4.81221], [-3.57591, 1.38269, -1.63762], [-1.14672, -2.33508, 3.78656], [-3.99726, -0.34104, -1.80055], [-3.19272, 0.06889, 0.41216], [-1.16154, 0.06578, -2.60547], [2.64957, 5.35220, 1.26736], [1.67277, -1.90619, 0.62017], [2.11599, -0.22284, 4.82636], [3.33511, 1.54438, -1.18906], [-2.18747, 1.92207, 0.57355], [-4.10598, -4.83187, -4.26031], [-2.87170, -2.11461, -2.53406], [-4.13202, -3.33114, -6.05861], [3.92943, 0.50472, 2.01382], [-0.85780, -1.53995, 5.30696], [2.75523, -3.33553, -0.98688], [1.08754, 3.27425, 0.39416], [-2.23414, 1.24863, -3.43927], [-3.43734, -0.20987, -4.56243], [4.64907, 4.77086, 2.39272], [1.30983, 3.29289, 4.38760], [4.52372, 0.12531, -2.81792], [-3.32041, -4.40335, -2.83507], [5.28428, 2.40984, 2.83205]]}

=====

Entry 2:
{"formula": "C18H23N3O3", "method": "the ωB97M-V functional and the def2-TZVPD basis", "lumo_ev": 0.221, "orbital_gap_ev": 8.95, "smiles": "Cc1cccc(OC2CCN(Cc3cc(=O)[nH]c(=O)[nH]3)CC2)c1C", "e_above_lowest_ev": 5.061, "total_charge": 0, "e_tot_ev": -29649.964, "homo_ev": -8.7311, "elements": ["O", "O", "O", "N", "N", "N", "C", "C", "C", "C", "C", "C", "C", "C", "C", "C", "C", "C", "C", "C", "C", "C", "C", "C", "H", "H", "H", "H", "H", "H", "H", "H", "H", "H", "H", "H", "H", "H", "H", "H", "H", "H", "H", "H", "H", "H", "H"], "positions_angstrom": [[-0.99032, -4.52309, -5.30278], [3.13492, -2.98902, -5.46454], [0.53800, 0.85470, 1.21613], [1.69306, -1.57011, -4.45253], [-0.43466, -0.16425, -2.09179], [0.96398, -3.57862, -5.76496], [0.37102, -1.40608, -4.06521], [-0.82358, 3.62306, 3.14355], [-0.28933, -3.56175, -5.09390], [0.14343, 1.60179, 2.35783], [0.28121, 1.10551, 3.71336], [-0.64530, -2.31320, -4.41405], [1.96344, -2.66319, -5.28555], [-0.41065, 2.82457, 2.05182], [-0.25761, 1.85725, 4.80867], [-0.94917, 1.09285, -1.38985], [-1.67925, 0.72253, -0.09012], [0.00999, -1.18912, 0.07645], [0.96840, -0.23277, 3.93883], [-0.72990, 3.16427, 4.50060], [0.62361, -0.79548, -1.27393], [-0.17590, 1.47752, 6.25787], [-0.51702, -0.05860, 0.73733], [-0.23891, -0.09134, -3.51541], [-0.64260, 0.52159, 6.35108], [1.60253, -0.41626, 3.04798], [-2.55510, 0.01371, -0.18579], [-0.52938, 2.20902, 7.00062], [-1.08712, 4.63848, 2.96728], [0.73429, -1.77727, 0.68956], [-1.67344, -2.29523, -3.95791], [-0.99965, 3.76715, 5.25984], [0.55746, 0.60213, -3.64020], [0.89792, 1.30390, 6.44876], [-1.59655, 1.59050, -2.11231], [1.06929, -1.76174, -1.72730], [-0.85929, -1.75220, -0.13465], [-0.18226, 1.88276, -1.04833], [2.39993, -0.89235, -4.31624], [-1.01371, -0.36720, 1.65925], [1.39607, -4.45785, -5.82409], [-1.86665, 1.66987, 0.44791], [1.63136, -0.06695, 4.80415], [1.41370, -0.07834, -1.27112], [0.25239, -0.90900, 3.94063], [-1.15360, 0.21951, -4.02390], [-0.34505, 3.16833, 1.02700]]}

=====

Entry 3:
{"formula": "C5H12ClNOSi", "method": "the ωB97M-V functional and the def2-TZVPD basis", "lumo_ev": [-0.162, -1.020], "orbital_gap_ev": [6.96, 5.79], "e_above_lowest_ev": 2.055, "total_charge": 0, "e_tot_ev": -29315.193, "homo_ev": [-7.1259, -6.8124], "elements": ["Cl", "Si", "O", "N", "C", "C", "C", "C", "C", "H", "H", "H", "H", "H", "H", "H", "H", "H", "H", "H", "H"], "positions_angstrom": [[1.26970, -0.53040, 2.15411], [-0.37188, -0.07632, 1.10855], [0.04955, 0.23862, -0.53965], [-0.26225, 4.09107, 0.82046], [-1.35803, -1.73972, 0.80775], [-0.00819, -3.81338, 1.12978], [0.85736, 1.50372, -2.55123], [0.90706, 0.90194, -1.15769], [-0.51960, -2.89206, 0.35185], [0.06616, -3.66467, 2.09715], [-0.36743, -2.92041, -0.73869], [1.73191, 1.07043, -0.57360], [1.36802, 2.41896, -2.43942], [-1.87485, -1.88576, 1.71163], [0.48560, -4.67242, 0.71905], [0.46728, 4.01983, 1.52685], [1.19645, 0.90741, -3.39115], [-0.24638, 1.57234, -2.90923], [-1.12325, 4.08236, 1.38396], [-1.96991, -1.69428, -0.07828], [-0.29732, 3.08273, 0.56780]]}

=====

Entry 4:
{"formula": "C4H7NO", "method": "the ωB97M-V functional and the def2-TZVPD basis", "lumo_ev": 0.953, "orbital_gap_ev": 10.33, "smiles": "C[C@H]1CC(=O)N1", "e_above_lowest_ev": 2.154, "total_charge": 0, "e_tot_ev": -7797.490, "homo_ev": -9.3753, "elements": ["O", "N", "C", "C", "C", "C", "H", "H", "H", "H", "H", "H", "H"], "positions_angstrom": [[2.15390, 0.19821, 1.32058], [0.78790, -0.81793, -0.29438], [-0.33027, -0.00883, -0.73886], [0.56201, 1.23686, -0.38178], [-1.32892, -0.54559, 0.43649], [1.36123, 0.19533, 0.41568], [0.73251, -1.80991, -0.14395], [1.18745, 1.60027, -1.21853], [-1.60019, 0.30427, 1.05241], [-2.17228, -1.04796, -0.01643], [-0.45354, -0.09337, -1.85114], [-0.93210, -1.28966, 1.19556], [0.15865, 2.09564, 0.15267]]}

=====

Entry 5:
{"formula": "C3H8Cl2N2", "method": "the ωB97M-V functional and the def2-TZVPD basis", "lumo_ev": 0.636, "orbital_gap_ev": 9.61, "e_above_lowest_ev": 2.540, "total_charge": 0, "e_tot_ev": -31263.515, "homo_ev": -8.9716, "elements": ["Cl", "Cl", "N", "N", "C", "C", "C", "H", "H", "H", "H", "H", "H", "H", "H"], "positions_angstrom": [[-0.95731, 1.91270, -0.18002], [3.29819, 0.08589, 0.05976], [-1.60279, -0.10844, 1.38361], [-1.16011, -0.96529, -1.22911], [1.62497, 0.39015, -0.58634], [0.67447, -0.05741, 0.54270], [-0.79064, 0.30131, 0.37886], [-1.96610, -0.58512, -1.71253], [-2.57321, -0.26879, 1.12952], [-0.45276, -0.73652, -1.90964], [0.85207, 0.40431, 1.59257], [1.69834, 1.36933, -0.84295], [-1.20860, -0.33556, 2.25192], [0.84224, -1.20174, 0.62527], [1.72126, -0.20481, -1.50361]]}

=====

Entry 6:
{"formula": "C2H9N3O", "method": "the ωB97M-V functional and the def2-TZVPD basis", "lumo_ev": 0.845, "orbital_gap_ev": 9.73, "smiles": "[H]/N=C/N.NCO", "e_above_lowest_ev": 2.638, "total_charge": 0, "e_tot_ev": -8735.802, "homo_ev": -8.8888, "elements": ["O", "N", "N", "N", "C", "C", "H", "H", "H", "H", "H", "H", "H", "H", "H"], "positions_angstrom": [[-1.46196, 0.34726, 0.22977], [0.98593, 1.11769, 0.96770], [1.00893, -1.24331, 1.06602], [-0.36021, -0.22308, -2.01555], [1.63261, -0.03237, 1.13955], [-1.59145, 0.03874, -1.17666], [2.36897, -0.01746, 1.97223], [1.35250, -2.17247, 1.34672], [0.03496, -1.34345, 0.70536], [-2.08705, 0.98085, -1.66076], [-0.63897, 0.70733, 0.61179], [0.29181, 0.35641, -1.57243], [1.73781, 1.77123, 1.20322], [-2.31447, -0.79395, -1.48816], [-0.73936, 0.13613, -2.86060]]}

=====

Entry 7:
{"formula": "C2H9N3O", "method": "the ωB97M-V functional and the def2-TZVPD basis", "lumo_ev": [-0.583, 0.455], "orbital_gap_ev": [7.38, 9.53], "e_above_lowest_ev": 7.138, "total_charge": 0, "e_tot_ev": -8731.301, "homo_ev": [-7.9661, -9.0723], "elements": ["O", "N", "N", "N", "C", "C", "H", "H", "H", "H", "H", "H", "H", "H", "H"], "positions_angstrom": [[0.97545, -0.03725, -0.11844], [0.26320, -1.54476, -1.85752], [-1.32126, -0.45678, -0.92755], [2.12568, 0.37607, 0.37425], [-0.90083, 0.49586, -0.11031], [-1.13330, 0.48832, 1.37685], [-0.15964, -1.09263, -2.66993], [2.42943, 1.32426, 0.17435], [-0.37366, 1.08831, 1.88800], [2.33696, 0.01891, 1.30228], [-1.09190, -0.53012, 1.76962], [-2.11689, 0.90290, 1.61740], [1.22104, -1.19033, -1.84298], [-0.74937, 1.47614, -0.56027], [-1.50492, -1.31892, -0.41577]]}

=====

Entry 8:
{"formula": "C29H27N4O2PPtS", "method": "the ωB97M-V functional and the def2-TZVPD basis", "lumo_ev": -0.676, "orbital_gap_ev": 7.37, "e_above_lowest_ev": 0.000, "total_charge": 0, "e_tot_ev": -63939.079, "homo_ev": -8.0467, "elements": ["Pt", "S", "P", "O", "O", "N", "N", "N", "N", "C", "C", "C", "C", "C", "C", "C", "C", "C", "C", "C", "C", "C", "C", "C", "C", "C", "C", "C", "C", "C", "C", "C", "C", "C", "C", "C", "C", "C", "H", "H", "H", "H", "H", "H", "H", "H", "H", "H", "H", "H", "H", "H", "H", "H", "H", "H", "H", "H", "H", "H", "H", "H", "H", "H", "H"], "positions_angstrom": [[-0.58325, -0.10230, 0.18022], [-2.33884, -1.29218, 1.05813], [0.65194, -2.07645, 0.13839], [4.29962, 0.30876, 0.48427], [2.28985, -0.24319, 1.33631], [-3.32718, 0.98095, -0.08431], [-4.83723, -0.63198, 0.39792], [-2.00436, 1.31789, -0.05353], [0.55760, 1.65929, -0.30899], [0.27084, -2.54858, 2.79909], [-5.30536, -1.94581, 0.81262], [-1.29136, -3.19158, -1.62180], [2.45884, 3.06413, -0.66274], [-0.84856, -3.75304, -3.92006], [2.53941, -4.06122, -0.12163], [2.39417, -2.68952, 0.11518], [0.04340, -2.83894, -1.42659], [3.52942, -1.92366, 0.33051], [-0.11662, -3.25496, 3.92691], [-1.72966, -3.65718, -2.85263], [-3.55710, -0.22061, 0.38592], [-0.70878, -4.50440, 3.79819], [-2.68365, 3.64644, -0.23993], [1.86345, 1.82092, -0.48260], [1.66810, 4.18817, -0.67508], [4.92918, -3.85667, 0.00753], [0.07652, -3.09989, 1.53226], [-1.67246, 2.55328, -0.17212], [-0.90185, -5.05344, 2.53906], [3.38476, -0.48608, 0.76790], [0.29734, 4.03259, -0.50564], [0.47653, -3.38497, -3.74450], [-0.22950, 2.76883, -0.32090], [-5.44375, -2.09688, 2.32114], [4.79240, -2.50281, 0.24563], [0.91887, -2.93513, -2.50900], [-0.50655, -4.35543, 1.40611], [3.79270, -4.64220, -0.16293], [1.67110, -4.68646, -0.28683], [0.73651, -1.57273, 2.88676], [-6.09173, -1.31892, 2.72674], [2.49118, 0.95625, -0.47781], [5.91298, -4.30704, -0.03192], [-1.36203, -6.02801, 2.43565], [-6.27315, -2.09758, 0.33396], [2.09432, 5.17267, -0.81476], [-4.62851, -2.70224, 0.41139], [-5.49935, 0.02437, 0.01786], [5.65011, -1.85987, 0.39242], [0.04152, -2.82652, 4.90820], [1.95836, -2.65605, -2.39493], [1.17498, -3.44842, -4.56905], [-2.28085, 4.57912, 0.14712], [-1.01836, -5.05072, 4.68010], [-4.47428, -2.02893, 2.81330], [3.53090, 3.10088, -0.78891], [-1.19412, -4.10733, -4.88273], [-1.99728, -3.10976, -0.80678], [-5.88008, -3.06754, 2.56115], [-0.35452, 4.89230, -0.52066], [-2.76771, -3.93917, -2.97693], [-3.56160, 3.36284, 0.33315], [3.88254, -5.70756, -0.33292], [-0.66363, -4.78969, 0.42668], [-3.00279, 3.80861, -1.27230]]}